Entry from OMol25: H3NOS2 as an isolated structure in a non-equilibrium geometry (ωB97M-V/def2-TZVPD).

Its LUMO energy is -0.66 eV. The total energy comes out at -928.06861 Eh. Its HOMO energy is -9.76 eV. As for the energy relative to the best compared isomer or geometry (same formula, charge and spin): 42.87 kcal per mole. As for the net charge: 0.

```
7
Properties=species:S:1:pos:R:3:lowdin_charge:R:1
N 0.69860 0.72549 -0.08006 -0.1983
O -1.68642 0.18210 -0.57771 -0.4563
S -0.59247 -1.29937 1.69619 0.2281
S -0.51796 -0.41683 -0.00632 0.1776
H 0.41452 1.67289 -0.25490 0.0596
H 1.49900 0.62298 0.51947 0.0521
H 0.18472 -1.48726 -1.29666 0.1373
```

Entry from OMol25: a 8-piece molecular cluster, C50H123N7O5 overall in a non-equilibrium geometry (ωB97M-V/def2-TZVPD).

Its LUMO energy is -10.93 eV. The total energy comes out at -2736.01118 Eh. Its HOMO energy is -19.07 eV. As for the energy relative to the best compared isomer or geometry (same formula, charge and spin): 0.00 kcal per mole. As for the net charge: +6.

```
185
Properties=species:S:1:pos:R:3:lowdin_charge:R:1
C 1.12515 -1.42103 -1.16654 -0.0799
C 0.83275 -0.10096 -0.43337 -0.6411
C -0.15735 0.67153 -1.29731 -0.0741
O 0.49566 -0.29447 0.89121 -0.3035
H 1.56019 -1.30722 -2.16769 0.0690
H 0.20636 -2.01019 -1.24309 0.0788
H 1.87399 -2.03078 -0.65233 0.0446
H 1.80757 0.43126 -0.41878 0.0981
H -1.13265 0.19593 -1.19437 0.0729
H 0.16410 0.64762 -2.33943 0.0688
H -0.19302 1.73615 -1.04675 0.0376
C -3.98323 2.11317 -0.63811 -0.0921
C -4.13038 2.23102 0.86388 -0.2082
C -2.84965 1.77553 1.60839 -0.1143
N -2.89162 1.83417 3.11132 -0.2564
C -1.60603 1.32025 3.73785 -0.0876
C -0.43941 2.25682 3.49878 -0.1755
C -0.73890 3.68491 3.92117 -0.1650
C -2.10679 4.18395 3.37096 -0.1391
C -3.25750 3.22262 3.63317 -0.0724
C -3.98791 0.93060 3.66699 0.0415
H -4.91588 2.31082 -1.17052 0.0904
H -3.76242 1.08114 -0.92286 0.0745
H -3.25133 2.79677 -1.07432 0.0665
H -4.97254 1.58558 1.12834 0.1126
H -4.44030 3.22001 1.20104 0.1118
H -2.01923 2.39101 1.27045 0.1068
H -2.59174 0.74471 1.36476 0.1322
H -1.42805 0.30365 3.39569 0.1375
H -1.76578 1.36757 4.81618 0.1457
H 0.00691 2.23149 2.50411 0.0802
H 0.35269 1.84566 4.13150 0.1143
H -0.04037 4.47322 3.64348 0.1037
H -0.79294 3.73662 5.01366 0.1287
H -1.88522 4.23975 2.29604 0.0898
H -2.27455 5.21947 3.65858 0.1365
H -4.13047 3.55326 3.07892 0.1275
H -3.42253 3.10884 4.70193 0.1483
H -3.89949 0.98152 4.74608 0.1152
H -3.71960 -0.07625 3.34199 0.1039
H -4.94303 1.19233 3.22414 0.1094
C -0.57193 5.88312 -4.67932 -0.0864
C -1.37262 5.10519 -5.72568 -0.2288
C -1.56415 3.66935 -5.32716 -0.1071
N -2.13273 2.81536 -6.50071 -0.2584
C -2.44794 1.44154 -5.96294 -0.1222
C -2.88681 0.46707 -7.09409 -0.1404
C -1.75794 0.34026 -8.10478 -0.1719
C -1.41189 1.72248 -8.68318 -0.1543
C -1.03000 2.61973 -7.55857 -0.1057
C -3.32538 3.47155 -7.10015 0.0365
H 0.46638 5.55964 -4.58104 0.0754
H -0.96087 6.02675 -3.66617 0.0446
H -0.58970 6.94582 -4.93675 0.1007
H -0.86772 5.25646 -6.68306 0.1216
H -2.29355 5.65744 -5.92576 0.1212
H -2.29608 3.49361 -4.53940 0.1307
H -0.59795 3.23789 -5.06702 0.1273
H -1.60868 1.02776 -5.40854 0.1285
H -3.24113 1.56413 -5.22114 0.1292
H -3.17697 -0.43239 -6.54852 0.1252
H -3.80487 0.84251 -7.54564 0.1178
H -0.84556 -0.05381 -7.64425 0.1193
H -1.97898 -0.37277 -8.89867 0.1295
H -0.51379 1.62246 -9.29903 0.1392
H -2.17472 2.00508 -9.40923 0.1350
H -0.22685 2.19041 -6.95375 0.1349
H -0.63387 3.58894 -7.86164 0.1336
H -3.05712 4.48335 -7.40145 0.1071
H -4.03658 3.66444 -6.29540 0.1258
H -3.70871 2.91972 -7.94786 0.1092
C -7.53094 -7.62795 0.43025 -0.0568
C -6.87503 -6.60103 1.36721 -0.2201
C -5.42125 -6.29256 1.06781 -0.1084
N -4.74585 -5.26781 1.97257 -0.2621
C -5.32533 -3.86668 1.84732 -0.0983
C -5.06278 -3.26607 0.45817 -0.1467
C -3.56559 -3.20067 0.17111 -0.1781
C -2.94999 -4.59691 0.36701 -0.1582
C -3.26104 -5.14809 1.73695 -0.1320
C -4.94215 -5.65934 3.40651 0.0122
H -8.50859 -7.88722 0.83012 0.0933
H -6.94660 -8.54380 0.36489 0.0887
H -7.68591 -7.20337 -0.56134 0.0843
H -6.90107 -7.05477 2.36291 0.1115
H -7.44266 -5.67451 1.47087 0.1169
H -5.34450 -5.86334 0.06868 0.1184
H -4.72396 -7.13050 1.11384 0.1487
H -6.38279 -3.88970 2.10164 0.1348
H -4.86149 -3.23916 2.61046 0.1316
H -5.57980 -3.88095 -0.28135 0.1205
H -5.51924 -2.27794 0.38338 0.1235
H -3.33059 -2.83289 -0.82750 0.1186
H -3.09198 -2.52649 0.89385 0.1075
H -3.32544 -5.22038 -0.44634 0.1260
H -1.86745 -4.52212 0.25009 0.1090
H -2.87052 -6.14944 1.92024 0.1347
H -2.86429 -4.43777 2.46396 0.1326
H -4.36162 -4.98966 4.03925 0.1091
H -4.64034 -6.68477 3.61380 0.1261
H -5.98412 -5.54893 3.69767 0.1149
C 6.86319 -1.32355 -0.56365 0.0306
N 5.76142 -1.28689 -1.60136 -0.3446
C 6.41462 -1.66684 -2.92227 0.0477
C 4.76036 -2.35939 -1.24386 0.0084
C 5.02419 0.01686 -1.71441 -0.0979
C 5.95665 1.21507 -1.81404 -0.2152
O 6.55610 1.57170 -0.57769 -0.0616
H 7.69091 -0.69203 -0.86594 0.1211
H 7.16566 -2.35421 -0.39393 0.1214
H 6.34602 -0.99331 0.33740 0.0859
H 7.05474 -0.86676 -3.28590 0.1101
H 5.62187 -1.80460 -3.65391 0.1213
H 7.01946 -2.53739 -2.69030 0.1207
H 5.12037 -3.34755 -1.53055 0.1202
H 3.80824 -2.11843 -1.70177 0.0800
H 4.68094 -2.47582 -0.16245 0.0991
H 4.28464 0.13344 -0.92150 0.1277
H 4.46784 -0.04288 -2.65118 0.1430
H 5.40696 2.06292 -2.23514 0.1289
H 6.73372 1.10458 -2.57609 0.1290
H 6.59505 2.52973 -0.49655 0.1033
C 6.13009 -0.20199 3.49820 0.0010
N 5.35750 1.02908 3.80877 -0.3441
C 6.20963 1.79689 4.81261 0.0329
C 5.28375 1.90218 2.58545 0.0085
C 4.02606 0.71244 4.47000 -0.0737
C 2.95077 0.04837 3.62758 -0.2251
O 2.44702 0.86872 2.57162 -0.1173
H 7.10671 0.10818 3.13721 0.1190
H 5.64544 -0.80070 2.72279 0.0900
H 6.22255 -0.91366 4.31762 0.1259
H 5.88978 2.83747 4.85878 0.1172
H 7.23464 1.85684 4.45357 0.1197
H 6.11580 1.32075 5.78427 0.1229
H 4.83582 1.24093 1.84803 0.0866
H 6.26500 2.17629 2.19833 0.1076
H 4.79875 2.82618 2.88582 0.1148
H 3.62605 1.55036 5.03609 0.1511
H 4.36388 -0.04942 5.17503 0.1403
H 2.08625 -0.06401 4.28990 0.1328
H 3.29071 -0.89328 3.18822 0.0993
H 1.64134 0.43592 2.19957 0.0384
C 2.49336 6.03721 0.06242 0.0610
N 1.55717 4.91895 -0.40942 -0.3476
C 2.32653 4.04015 -1.35804 0.0119
C 1.09095 4.09666 0.78101 0.0151
C 0.35864 5.47905 -1.18032 -0.0988
C -0.45951 6.51504 -0.36462 -0.2084
O -1.35097 7.07873 -1.30179 -0.0227
H 1.95077 6.55211 0.84578 0.1073
H 2.73064 6.58324 -0.84701 0.1260
H 3.40119 5.56458 0.42763 0.1089
H 2.54485 4.62829 -2.24488 0.1161
H 1.70390 3.17295 -1.57661 0.0942
H 3.20455 3.69267 -0.81668 0.0978
H 0.18543 3.53004 0.58598 0.0891
H 0.89820 4.79535 1.59275 0.0926
H 1.93163 3.47268 1.08125 0.1052
H -0.27156 4.67942 -1.56379 0.1314
H 0.80634 6.02979 -2.00657 0.1263
H 0.15734 7.34742 -0.03353 0.1317
H -0.97289 6.06034 0.48625 0.1170
H -2.07796 6.48321 -1.51322 0.1006
C 1.28210 -6.99871 3.69163 0.0204
N 1.61078 -5.80137 2.82901 -0.3541
C 2.95058 -6.08969 2.17959 0.0444
C 0.48699 -5.77624 1.82513 0.0104
C 1.71707 -4.54128 3.65999 -0.0816
C 1.69619 -3.17985 2.94603 -0.2527
O 0.40914 -2.79456 2.51495 -0.0845
H 2.02483 -7.03256 4.49075 0.1205
H 1.31996 -7.89315 3.07968 0.1211
H 0.35217 -6.85737 4.23924 0.1180
H 3.67632 -6.29369 2.95988 0.1204
H 3.22416 -5.17257 1.66096 0.0918
H 2.75732 -6.88711 1.46890 0.1194
H -0.44595 -5.56904 2.33685 0.0921
H 0.46835 -6.77091 1.38380 0.1154
H 0.69823 -5.03553 1.05853 0.1060
H 2.66358 -4.63034 4.19263 0.1409
H 0.93576 -4.50001 4.41896 0.1480
H 2.40635 -3.14815 2.11157 0.1094
H 2.09455 -2.47697 3.67953 0.0971
H 0.46857 -1.91729 2.04318 0.0597
```

Entry from OMol25: a 2-piece molecular cluster, C5H8I2 overall in a non-equilibrium geometry (ωB97M-V/def2-TZVPD).

Its LUMO energy (spin up / spin down) is -0.73 / 0.05 eV. The total energy comes out at -790.49738 Eh. Its HOMO energy (spin up / spin down) is -8.68 / -8.33 eV. As for the energy relative to the best compared isomer or geometry (same formula, charge and spin): 99.74 kcal per mole. As for the net charge: 0.

```
15
Properties=species:S:1:pos:R:3:lowdin_charge:R:1
C 0.13496 0.13761 1.02960 -0.2474
C 0.63205 -0.17750 -0.26770 -0.8262
C -0.47305 0.83697 -0.24138 -0.9385
C -0.08189 -2.80324 -0.04074 0.0754
C -0.18519 2.31284 -0.48088 -0.1487
I 2.58009 0.06958 -0.97902 0.8148
I -2.30920 0.09871 -0.94317 0.8965
H -0.31398 -0.75099 1.66321 0.1357
H 0.76286 0.82416 1.57591 0.0889
H 0.30764 -3.27263 -0.92829 0.0016
H -1.00886 -2.41262 0.05652 -0.1110
H 0.45998 -3.06546 0.94190 0.0471
H 0.10966 2.76717 -1.43218 0.0838
H 0.53640 2.66921 0.21587 0.0577
H -1.15147 2.76617 -0.16964 0.0703
```

Entry from OMol25: a 6-piece molecular cluster, C28H68Br4O16P4 overall in a non-equilibrium geometry (ωB97M-V/def2-TZVPD).

Its LUMO energy is 0.48 eV. The total energy comes out at -13973.36345 Eh. Its HOMO energy is -9.85 eV. As for the net charge: 0.

```
120
Properties=species:S:1:pos:R:3:lowdin_charge:R:1
C -4.49479 3.42143 2.84918 -0.0981
C -4.36240 2.09135 3.52154 -0.2657
O -3.00390 1.80988 3.93183 -0.1723
P -1.83452 2.02060 2.86432 0.3891
O -2.29623 2.26137 1.47655 -0.2340
O -0.83817 0.86255 3.03223 -0.1559
C -0.90422 -0.56541 3.03770 -0.2326
C -0.44719 -1.06063 4.43149 -0.0539
O -0.95339 3.17106 3.51197 -0.1520
C -0.86444 4.43122 2.99586 -0.3157
C 0.26595 5.13910 3.73540 -0.0997
H -4.16352 3.31647 1.80466 0.0659
H -5.56803 3.61393 2.77868 0.0839
H -3.90583 4.18342 3.31477 0.0623
H -4.84794 1.98203 4.53732 0.1364
H -4.77679 1.34567 2.79335 0.0870
H -1.94411 -0.99481 2.91268 0.1259
H -0.27782 -0.87816 2.18578 0.0733
H -0.68005 -2.12850 4.54998 0.0553
H 0.70577 -1.09042 4.54464 0.0844
H -0.84703 -0.47038 5.26790 0.0858
H -0.78739 4.32855 1.94754 0.0852
H -1.71854 5.04541 3.19555 0.1069
H 1.28182 4.75690 3.49068 0.0720
H 0.32561 6.15812 3.44820 0.0205
H 0.12968 5.00099 4.79166 0.0755
C -4.60929 -3.74505 2.10533 -0.0804
C -5.36399 -3.00961 1.01591 -0.2391
O -4.39507 -2.38727 0.13683 -0.1728
P -4.10794 -0.87502 0.31213 0.3544
O -4.17606 -0.43846 1.71436 -0.2258
O -2.73053 -0.58905 -0.38494 -0.1642
C -2.28049 -1.23579 -1.58715 -0.2421
C -2.84645 -0.48642 -2.77395 -0.0450
O -5.17704 -0.21374 -0.64699 -0.1647
C -5.92829 0.95884 -0.33971 -0.2385
C -7.38874 0.90083 -0.86625 -0.0562
H -5.18179 -4.10526 2.95413 0.0764
H -4.01158 -4.53770 1.65212 0.0738
H -3.90503 -3.07315 2.62161 0.0704
H -5.97386 -3.70721 0.38333 0.1363
H -5.98108 -2.28121 1.53987 0.1104
H -1.21674 -1.20203 -1.41083 0.0611
H -2.53995 -2.26374 -1.48483 0.1084
H -2.22490 -0.84370 -3.61453 0.0776
H -3.87216 -0.65244 -2.99097 0.0644
H -2.64757 0.57524 -2.80758 0.0497
H -5.92903 1.18104 0.70774 0.0915
H -5.35825 1.74315 -0.76762 0.1099
H -7.87216 1.81232 -0.55049 0.0628
H -7.49260 0.77905 -1.95923 0.0778
H -7.99125 0.09022 -0.39378 0.0817
C 0.31203 -2.89004 -3.24078 -0.0508
C 0.73926 -1.41601 -3.46474 -0.2412
O 2.03780 -1.13463 -2.90613 -0.2091
P 3.19240 -1.68206 -3.86664 0.3811
O 3.00460 -2.97397 -4.48891 -0.1999
O 3.33603 -0.49775 -4.88441 -0.1712
C 3.97005 -0.50489 -6.12297 -0.2645
C 5.43205 -0.18379 -5.87602 -0.0695
O 4.41923 -1.58013 -2.82879 -0.1870
C 4.47249 -0.40059 -1.96111 -0.2641
C 5.90907 -0.27832 -1.46955 -0.0431
H 0.00467 -2.99389 -2.16714 0.0709
H -0.55931 -3.13157 -3.86510 0.0830
H 1.13713 -3.55415 -3.44996 0.0508
H 0.76662 -1.10237 -4.55986 0.1412
H 0.14605 -0.75030 -2.86332 0.0763
H 3.81401 -1.51284 -6.59396 0.1352
H 3.63281 0.27854 -6.75629 0.1090
H 6.02873 -0.82525 -5.26586 0.0653
H 5.93568 -0.17735 -6.87931 0.0956
H 5.46167 0.80993 -5.50067 0.0667
H 4.17640 0.46793 -2.52096 0.0747
H 3.76107 -0.45989 -1.19652 0.0720
H 6.63812 0.06271 -2.18441 0.0729
H 5.84005 0.40525 -0.62015 0.0803
H 6.18285 -1.27434 -1.08837 0.0797
C 0.09879 -4.86390 3.35463 -0.0561
C -0.28129 -3.82411 2.27546 -0.1792
O 0.89070 -3.78872 1.34640 -0.1856
P 1.36411 -2.42253 0.70684 0.3683
O 0.33642 -1.54149 0.15797 -0.2043
O 2.21934 -1.84192 1.95105 -0.1982
C 2.70658 -0.46978 2.03319 -0.2031
C 3.42806 -0.22418 3.42623 -0.0267
O 2.42926 -2.82235 -0.35720 -0.1676
C 3.77043 -3.32392 -0.23145 -0.2579
C 3.93475 -4.58870 -1.00472 -0.0557
H -0.84260 -5.37221 3.72762 0.0913
H 0.71070 -5.63781 2.92292 0.0661
H 0.56865 -4.36091 4.23668 0.0839
H -1.04869 -4.17251 1.62445 0.1083
H -0.43212 -2.85157 2.70370 0.0526
H 3.41061 -0.39111 1.21876 0.0927
H 1.96280 0.27728 1.82636 0.0949
H 4.17607 -0.98051 3.56989 0.0655
H 3.92634 0.70558 3.46292 0.0580
H 2.69001 -0.33526 4.22260 0.0557
H 4.38491 -2.58841 -0.67393 0.0643
H 4.04085 -3.40066 0.85995 0.1423
H 3.27948 -5.41730 -0.61171 0.1003
H 3.71323 -4.31508 -2.05045 0.0756
H 4.98377 -4.93060 -0.93210 0.0902
Br 1.58301 6.43768 0.88551 0.6987
C 2.49656 6.55491 -0.82678 -0.6917
C 1.42455 6.59030 -1.93974 -0.6214
Br 2.37134 6.64459 -3.71077 0.5443
H 3.10124 5.66314 -0.81070 -0.0248
H 3.17323 7.35872 -0.73827 0.0338
H 0.83238 7.47443 -1.94171 0.0392
H 0.87738 5.66940 -1.96111 -0.0054
Br 2.77194 3.14200 -1.95467 0.6637
C 1.38025 1.84961 -1.38357 -0.6259
C 0.04205 2.50967 -1.27882 -0.7221
Br -0.62476 2.98142 -2.98567 0.6869
H 1.72430 1.43327 -0.40309 0.0677
H 1.34622 1.01144 -2.07685 0.0303
H -0.02273 3.44801 -0.68089 0.0606
H -0.68039 1.86829 -0.85307 0.0292
```